A gas-phase ion, C9H18N3 (charge +1) at a distorted geometry, computed with ωB97M-V with the def2-TZVPD basis set.

Structure (SMILES): C=[N+](CC)C1=C(C)CN(C)N1C
Relative energy (zero: lowest compared OMol25 entry of this formula, charge and spin) (kJ/mol): 560.6
Lowest unoccupied orbital energy (eV): -5.066
Net charge: +1
Multiplicity: 1
F_max (eV/A): 5.54

Each line ends with the natural charge from an NBO analysis.
Cartesian coordinates (Å):
C  0.50  1.12  -0.07  0.0585
C  0.00  -0.07  -0.42  0.1826
C  -1.24  -1.67  -1.50  0.0990
C  1.86  0.99  0.53  -0.2722
C  -0.13  2.45  -0.47  -0.6458
C  -2.70  -0.18  1.02  -0.6084
C  1.08  -1.64  1.49  -0.4542
C  3.04  -0.61  -1.14  -0.4059
C  -2.48  0.07  -0.50  -0.2194
N  1.31  -1.22  0.14  -0.2480
N  2.37  -0.33  0.12  -0.2485
N  -1.20  -0.52  -0.88  -0.2742
H  -2.10  -2.03  -1.98  0.2106
H  -0.40  -2.44  -1.61  0.2613
H  2.49  1.71  0.17  0.2262
H  1.83  0.87  1.56  0.2380
H  -0.68  2.47  -1.36  0.2315
H  0.73  3.23  -0.42  0.2422
H  -0.81  2.72  0.21  0.2296
H  -2.09  -0.94  1.29  0.2134
H  -2.60  0.74  1.66  0.2425
H  -3.71  -0.49  1.04  0.2448
H  0.50  -1.00  2.01  0.1757
H  0.53  -2.55  1.70  0.2082
H  2.08  -1.83  1.84  0.2445
H  2.64  -0.07  -1.91  0.1788
H  4.02  -0.21  -0.96  0.2071
H  3.10  -1.65  -1.17  0.2285
H  -2.63  1.05  -0.81  0.2338
H  -3.10  -0.31  -1.25  0.2200

=====

5 unconnected molecules or ions with the total composition C20H55N5O5 at a distorted geometry, computed with ωB97M-V with the def2-TZVPD basis set.

Structure (SMILES): COC[C@H](C)N.COC[C@H](C)N.COC[C@H](C)N.COC[C@H](C)N.COC[C@H](C)N
Relative energy (zero: lowest compared OMol25 entry of this formula, charge and spin) (kJ/mol): 110.4
Lowest unoccupied orbital energy (eV): 0.616
Net charge: 0
Multiplicity: 1
F_max (eV/A): 1.60

Each line ends with the Mulliken charge.
Cartesian coordinates (Å):
C  -3.29  6.41  -2.26  -1.5744
C  -4.34  5.85  -1.35  0.7036
C  -5.76  5.96  -1.84  -0.7261
O  -6.62  5.91  -0.73  -0.3166
C  -7.98  5.65  -0.99  -0.7254
N  -3.95  4.47  -0.96  -0.6966
H  -3.46  7.46  -2.53  0.4038
H  -3.21  5.89  -3.22  0.3291
H  -2.31  6.46  -1.77  0.3834
H  -4.25  6.47  -0.44  0.1903
H  -5.92  5.14  -2.57  0.3855
H  -5.89  6.92  -2.36  0.3425
H  -8.17  4.57  -0.87  0.2588
H  -8.30  6.05  -1.95  0.3309
H  -8.57  6.14  -0.21  0.2338
H  -3.10  4.59  -0.42  0.2161
H  -4.65  4.18  -0.26  0.2687
C  1.14  -2.16  6.92  -1.0732
C  -0.09  -3.10  6.94  0.4836
C  0.12  -4.12  5.83  -0.5631
O  -0.94  -5.06  5.74  -0.4220
C  -1.92  -4.67  4.78  -0.6336
N  -0.07  -3.73  8.29  -0.7523
H  1.23  -1.74  5.91  0.1193
H  1.99  -2.80  7.17  0.3567
H  1.05  -1.35  7.64  0.3771
H  -1.09  -2.68  6.83  0.2822
H  1.05  -4.66  5.98  0.4147
H  0.22  -3.60  4.87  0.1491
H  -1.98  -3.57  4.85  0.3253
H  -2.87  -5.10  5.06  0.2784
H  -1.60  -4.91  3.76  0.2062
H  -0.71  -4.52  8.30  0.2506
H  -0.48  -3.03  8.91  0.2573
C  -1.39  1.39  -0.73  -1.4930
C  0.07  0.99  -0.46  0.3803
C  0.31  0.69  1.03  -0.8570
O  1.58  0.11  1.24  -0.1468
C  1.95  0.05  2.60  -0.9676
N  0.36  -0.20  -1.26  -0.3961
H  -2.00  0.50  -0.89  0.3292
H  -1.44  2.00  -1.64  0.3821
H  -1.78  2.02  0.07  0.3129
H  0.66  1.86  -0.78  0.4558
H  -0.39  -0.15  1.23  0.3202
H  0.05  1.56  1.64  0.3679
H  1.99  1.06  3.00  0.3567
H  2.90  -0.47  2.62  0.2580
H  1.26  -0.53  3.23  0.3592
H  -0.23  -0.90  -0.82  0.2862
H  1.33  -0.45  -1.19  -0.2179
C  3.86  0.13  -2.92  -1.1336
C  2.95  0.94  -3.86  0.7081
C  3.69  1.24  -5.16  -0.8015
O  4.65  2.22  -4.92  -0.3050
C  5.58  2.38  -5.96  -0.7595
N  1.70  0.23  -4.05  -0.6100
H  3.40  -0.08  -1.95  0.1065
H  4.86  0.47  -2.66  0.3579
H  3.99  -0.81  -3.47  0.2870
H  2.73  1.93  -3.43  0.2051
H  2.95  1.58  -5.91  0.3773
H  4.08  0.31  -5.60  0.3574
H  5.10  2.84  -6.83  0.2933
H  6.07  1.44  -6.24  0.3254
H  6.40  3.02  -5.63  0.2515
H  1.17  0.73  -4.75  0.2672
H  1.22  0.15  -3.16  0.2049
C  0.62  -3.88  -2.57  -1.5444
C  1.90  -3.42  -1.90  2.1504
C  1.92  -3.91  -0.43  -0.8975
O  0.72  -3.49  0.21  -0.2698
C  0.63  -3.86  1.55  -0.8421
N  3.06  -3.93  -2.59  -0.5808
H  0.68  -4.93  -2.89  0.3865
H  0.36  -3.24  -3.41  0.3418
H  -0.28  -3.83  -1.97  0.3338
H  1.92  -2.34  -1.88  -0.9857
H  2.79  -3.55  0.13  0.3102
H  1.93  -5.01  -0.47  0.3529
H  1.29  -3.27  2.21  0.2669
H  0.77  -4.94  1.63  0.3827
H  -0.35  -3.59  1.97  0.2312
H  3.90  -3.43  -2.35  0.2231
H  3.20  -4.91  -2.71  0.2150

=====

A single C2H4N2OS molecule at a distorted geometry, computed with ωB97M-V with the def2-TZVPD basis set.

Structure (SMILES): C1=NSCON1
Relative energy (zero: lowest compared OMol25 entry of this formula, charge and spin) (kJ/mol): 399.9
Lowest unoccupied orbital energy (eV): 0.738
Net charge: 0
Multiplicity: 1
F_max (eV/A): 3.52

Each line ends with the natural charge from an NBO analysis.
Cartesian coordinates (Å):
C  -0.42  0.50  -1.18  -0.2227
C  0.31  -0.76  1.08  0.2025
H  -1.27  0.83  -0.69  0.1836
H  -0.44  0.83  -2.21  0.2125
H  1.08  1.14  1.34  0.3917
H  0.46  -0.91  2.15  0.1750
N  0.30  0.59  0.89  -0.3418
N  -0.10  -1.74  0.30  -0.5981
O  0.64  0.84  -0.46  -0.3783
S  -0.58  -1.32  -1.22  0.3756

=====

A molecular structure, C51H41Br2N2OP2SiTi, computed with ωB97M-V with the def2-TZVPD basis set.

Relative energy (zero: lowest compared OMol25 entry of this formula, charge and spin) (kJ/mol): 262.4
Expectation value of S²: 2.062
Lowest unoccupied orbital energy (alpha / beta) (eV): -2.898 / -3.103
Net charge: +1
Multiplicity: 3
F_max (eV/A): 0.37

Each line ends with the Löwdin spin population.
Cartesian coordinates (Å):
Ti  0.50  0.27  0.33  0.9304
C  -1.85  -3.15  -2.67  -0.0005
Si  -0.36  -2.11  -2.30  -0.0020
C  -0.10  -0.84  -3.67  0.0019
C  0.02  -1.40  -4.95  0.0012
C  0.23  -0.62  -6.08  0.0005
C  0.31  0.75  -5.95  0.0007
C  0.21  1.33  -4.70  0.0041
C  0.01  0.55  -3.56  0.0219
P  -0.28  1.40  -1.96  0.0445
C  0.78  2.87  -1.97  0.2491
C  3.35  3.09  -2.10  0.0370
C  3.53  4.58  -2.13  0.2453
C  2.55  5.51  -2.20  0.0117
C  1.15  5.31  -2.34  0.2873
C  0.39  4.12  -2.36  0.0018
C  -2.06  1.78  -2.25  0.0006
C  -2.94  0.89  -1.64  0.0034
C  -4.31  0.95  -1.87  0.0005
C  -4.81  1.91  -2.73  -0.0003
C  -3.94  2.76  -3.40  0.0001
C  -2.58  2.69  -3.18  -0.0005
C  1.21  -3.16  -2.30  -0.0009
C  1.24  -4.31  -3.08  -0.0002
C  2.39  -5.07  -3.23  -0.0005
C  3.56  -4.68  -2.59  0.0000
C  3.56  -3.55  -1.79  -0.0003
C  2.40  -2.79  -1.63  0.0018
P  2.41  -1.33  -0.53  0.0037
C  2.74  0.19  -1.47  0.0007
C  2.28  1.31  -0.61  -0.0029
C  2.11  2.67  -1.26  0.0302
C  3.34  2.50  -3.49  0.0206
C  3.23  1.19  -3.74  0.0010
C  3.07  0.11  -2.77  0.0090
C  3.85  -1.63  0.54  -0.0007
C  3.79  -2.69  1.44  -0.0007
C  4.87  -2.96  2.27  0.0002
C  6.01  -2.16  2.22  -0.0010
C  6.06  -1.09  1.33  0.0001
C  4.99  -0.84  0.48  -0.0010
H  -1.78  -3.71  -3.60  -0.0001
H  -2.73  -2.50  -2.73  0.0000
H  -2.01  -3.85  -1.84  -0.0001
H  -0.04  -2.48  -5.07  0.0001
H  0.32  -1.09  -7.05  0.0000
H  0.47  1.38  -6.82  0.0002
H  0.30  2.41  -4.60  0.0005
H  4.21  2.67  -1.57  0.0061
H  4.56  4.94  -2.10  0.0123
H  2.87  6.54  -2.22  -0.0058
H  0.58  6.22  -2.53  0.0162
H  -0.64  4.26  -2.66  -0.0050
H  -2.54  0.11  -1.00  0.0030
H  -4.97  0.24  -1.39  0.0001
H  -5.88  1.97  -2.92  0.0000
H  -4.33  3.48  -4.11  0.0000
H  -1.93  3.31  -3.77  0.0001
H  0.34  -4.63  -3.59  0.0000
H  2.38  -5.96  -3.84  0.0000
H  4.47  -5.25  -2.71  0.0000
H  4.47  -3.26  -1.28  0.0000
H  2.96  1.42  0.24  0.0036
H  2.10  3.39  -0.43  0.0096
H  3.43  3.19  -4.32  0.0018
H  3.26  0.88  -4.78  -0.0001
H  3.20  -0.88  -3.19  0.0005
H  2.91  -3.32  1.48  -0.0001
H  4.83  -3.80  2.95  0.0000
H  6.85  -2.37  2.86  -0.0001
H  6.95  -0.47  1.27  0.0000
H  5.04  -0.03  -0.24  0.0001
Br  -0.59  3.26  1.21  0.0064
C  0.72  4.68  1.35  0.0034
Br  2.30  4.11  2.28  0.0014
H  0.26  5.48  1.91  0.0001
H  0.99  4.99  0.34  0.0029
C  -3.46  -0.30  2.46  0.0014
C  -2.50  0.36  1.69  0.0068
N  -1.20  0.20  1.86  0.0070
C  -0.78  -0.58  2.88  0.0005
C  -1.67  -1.29  3.70  0.0012
C  -3.04  -1.15  3.44  0.0021
C  -1.15  -2.09  4.78  -0.0006
C  0.16  -2.08  5.08  0.0009
C  1.08  -1.29  4.31  0.0001
C  2.43  -1.13  4.66  0.0059
C  3.23  -0.31  3.91  -0.0002
C  2.71  0.27  2.76  0.0084
N  1.45  0.12  2.38  0.0027
C  0.62  -0.60  3.18  0.0019
H  -4.51  -0.13  2.27  0.0000
H  -2.81  1.04  0.90  0.0012
H  -3.75  -1.70  4.05  0.0001
H  -1.85  -2.66  5.37  -0.0001
H  0.54  -2.64  5.92  0.0000
H  2.82  -1.63  5.54  0.0003
H  4.27  -0.14  4.17  -0.0001
H  3.33  0.88  2.12  0.0004
O  -0.96  -2.21  0.34  0.0148
C  -0.49  -1.43  -0.49  -0.0096